Density functional theory data (ωB97M-V/def2-TZVPD) for 2 unconnected molecules or ions with the total composition C4H10NO3.

Calculated values
energy above the lowest of the compared OMol25 structures with the same formula, charge and spin: 6.0399 eV
Kohn-Sham gap: 7.6 eV
E_LUMO: 3.569 eV
charge: -1

Geometry as XYZ:
```
18
C4H10NO3 | the Open Molecules 2025 dataset | ωB97M-V/def2-TZVPD
O 0.43 -2.20 -0.13
H -1.09 -0.06 -0.91
O -1.86 -0.91 0.93
C -2.10 -0.05 -0.10
C 0.05 1.08 0.65
H 1.64 -1.36 -0.11
O -3.25 -0.15 -0.72
H 0.42 1.91 1.30
H 0.03 -2.00 -0.97
N 2.30 -0.49 -0.07
H -1.04 -1.37 0.60
H 0.97 0.25 -1.19
H -1.40 2.08 -0.69
H 0.15 0.29 1.36
C -1.17 1.21 -0.15
H 1.94 1.60 -0.47
C 1.36 0.69 -0.28
H 2.63 -0.51 0.95
```